{"formula": "C49H35AsN8SW", "method": "ωB97M-V/def2-TZVPD", "max_force_ev_per_a": 2.55, "e_homo_ev": [-6.66, -6.66], "lumo_energy_ev": [-1.0, -1.1], "total_charge": 0, "elements": ["N", "S", "H", "H", "N", "C", "C", "C", "C", "C", "H", "C", "H", "C", "C", "C", "H", "H", "C", "N", "H", "N", "H", "C", "H", "N", "C", "H", "H", "C", "H", "C", "N", "C", "C", "H", "H", "N", "C", "C", "C", "C", "H", "C", "C", "H", "C", "C", "C", "C", "C", "H", "C", "H", "H", "C", "As", "H", "C", "H", "H", "C", "H", "H", "C", "C", "H", "H", "H", "C", "C", "H", "H", "C", "C", "C", "C", "C", "C", "H", "C", "C", "H", "C", "H", "W", "H", "H", "C", "C", "H", "C", "C", "N", "C"], "coordinates": [[-6.01400, 2.02253, 1.44229], [0.27315, 2.16750, -2.42254], [1.84443, -0.02690, 1.79871], [-4.62993, 2.35111, -7.28411], [-1.68153, 0.04853, 1.25544], [-1.18237, 4.33149, 2.03570], [-3.14916, -3.28755, 2.18745], [-6.24235, -2.04223, -0.27211], [-3.68283, 0.21604, -4.19802], [1.53779, 5.17568, -0.00834], [3.38290, 3.95822, 1.51968], [-4.23109, -3.77761, 2.90345], [2.06840, 7.16829, -0.58202], [-5.13664, -2.90269, 3.48041], [1.44750, -1.23686, -1.75813], [-2.81710, 1.20540, -4.67093], [-2.48663, 2.73870, -6.11310], [1.71376, 5.34953, 1.04818], [1.00314, 4.74980, -2.68604], [1.61115, -0.02857, -1.16048], [-4.30673, 0.96180, 2.93410], [-2.07102, 1.79493, -0.68278], [-6.14846, 0.56612, -6.49521], [-6.50445, -0.88621, -0.98846], [4.02884, -0.79370, 2.69169], [-4.46390, 2.04590, -0.44377], [1.09420, 3.91911, -0.41881], [5.87043, 0.80837, 3.00094], [-5.66142, -0.84577, 3.82689], [-2.96183, -1.91667, 2.06287], [-1.88172, 1.37870, -4.15336], [-4.09467, -2.19626, -1.32483], [-1.14012, -2.05330, 0.48847], [4.92330, 1.14925, 2.60870], [1.44436, 5.98229, -2.25828], [-1.70572, 4.11401, 1.10554], [2.90557, 1.57323, -0.88302], [-3.59212, 0.32000, 2.61841], [3.52044, 2.91812, 1.78805], [-4.87993, -0.00994, -4.87767], [-3.16098, 1.96626, -5.77074], [-4.95799, -1.53159, 3.37957], [-5.53763, -0.79651, -4.53522], [4.73878, 2.48320, 2.28252], [1.72373, 6.20150, -0.91500], [1.56412, 6.78087, -2.97540], [2.46758, 2.02231, 1.62127], [-4.35786, -1.04750, -2.07559], [-1.71467, 5.22367, 2.94761], [0.04497, 3.71562, 2.28189], [-3.24250, 1.85722, -0.53250], [-5.99285, -3.28512, 4.01413], [0.20185, 4.92039, 4.36101], [-6.96338, -2.42689, 0.43306], [0.77107, 4.56984, -3.72631], [-3.86065, -1.03834, 2.68934], [0.70426, 2.49083, 0.87033], [4.78845, 0.52818, -2.06752], [-5.57781, -0.39626, -1.88898], [-4.82653, -3.60368, 0.09950], [-2.44915, -3.95216, 1.70606], [3.88550, 0.24655, 2.43618], [-3.14164, -2.69561, -1.43680], [1.68202, 3.52923, 3.65982], [-0.92086, -0.68330, -2.07028], [-5.03554, -2.69759, -0.44857], [-5.78017, 0.51326, -2.43610], [5.54847, 3.18595, 2.41732], [-2.35039, 1.87051, 1.99112], [2.44254, -1.86655, -2.47457], [0.05810, -1.71901, -1.52918], [-1.42734, 6.22854, 4.81436], [4.49366, -1.73037, -3.10838], [2.66470, 0.68168, 1.94891], [3.68286, -1.25030, -2.58394], [-2.51433, 0.79865, 1.94073], [-2.06519, -0.74106, -2.63174], [0.72777, 4.00776, 3.45987], [-4.36439, 1.75055, -6.42531], [-0.12845, -2.77632, -1.76367], [-1.01970, 5.52132, 4.10925], [-3.33372, -0.53278, -2.99368], [2.25188, -2.82903, -2.92223], [-1.90115, -1.33758, 1.25605], [-2.66686, 5.69357, 2.75439], [-0.37795, 0.66255, -0.46809], [-7.43527, -0.36093, -0.83450], [0.74652, 5.16924, 5.26055], [0.82148, 3.69771, -1.78010], [-5.21631, 0.75227, -5.98031], [-4.37909, -4.84333, 3.00219], [2.80054, 0.58103, -1.32001], [3.84824, 0.00432, -1.99984], [-0.20013, -1.34613, -0.13197], [-5.27637, 2.02245, 0.55448]]}

***

{"formula": "C8H12N4", "method": "ωB97M-V/def2-TZVPD", "max_force_ev_per_a": 7.37, "e_homo_ev": -8.00, "lumo_energy_ev": 0.6, "smiles": "Cc1c[nH]cn1.Cc1c[nH]cn1", "relative_energy_kj_mol": 314.11, "total_charge": 0, "elements": ["H", "H", "C", "N", "H", "H", "H", "N", "C", "N", "H", "C", "H", "H", "H", "C", "C", "H", "C", "C", "H", "H", "N", "C"], "coordinates": [[-3.02398, -0.50503, 0.12481], [2.75800, 0.81135, -3.56596], [2.08658, 0.46774, -1.62701], [1.59605, -0.58144, -0.95647], [1.54014, -2.74151, -1.67223], [-3.99993, 0.51983, 3.38196], [0.77309, 0.66801, 1.73432], [-1.23476, 0.13749, 2.70397], [-2.49827, -0.26370, 2.19839], [-0.99554, 0.13969, 0.50922], [1.51586, 2.45262, -1.54980], [-2.29540, -0.32715, 0.82414], [-3.42120, -0.96672, 3.80929], [-4.54524, -0.82788, 2.30548], [2.90967, 2.04682, -0.64727], [-0.36119, 0.48630, 1.74400], [1.90656, 1.76404, -0.90862], [-0.79487, 0.08438, -0.38798], [1.90935, -1.71718, -1.73288], [2.73014, 0.08154, -2.80888], [1.35307, 1.93012, 0.08608], [3.08017, -1.89381, -3.67454], [2.71917, -1.31307, -2.80686], [-3.70747, -0.45243, 2.91682]]}

***

{"formula": "C16H15Cl2N2O6P", "method": "ωB97M-V/def2-TZVPD", "max_force_ev_per_a": 0.98, "e_homo_ev": -9.82, "lumo_energy_ev": -1.7, "smiles": "NCc1c(CC(=O)O)c(CCC(N)=O)c(Cl)c2c1C(=O)C(Cl)=C([PH2]=O)C2=O", "total_charge": 0, "elements": ["H", "H", "O", "Cl", "C", "Cl", "C", "H", "O", "H", "C", "C", "P", "O", "H", "N", "C", "H", "H", "C", "C", "C", "C", "C", "C", "C", "C", "O", "C", "H", "C", "H", "H", "C", "H", "N", "H", "O", "H", "H", "H", "O"], "coordinates": [[1.54357, 4.99056, -0.24024], [3.01514, 0.03770, -3.04471], [-1.92359, -3.37215, 0.07157], [0.52643, -2.66823, -1.25390], [-1.39802, 0.01423, 1.00795], [-5.41143, -0.10085, 1.26647], [1.55693, 3.11387, -0.35256], [0.17418, 3.10370, 3.57775], [-2.91461, 0.63198, 2.73060], [3.09838, -0.91323, -0.35349], [0.79253, 0.91894, 0.50170], [2.46943, -0.69360, -2.45290], [-4.85946, -2.64820, -0.59673], [0.90248, 2.95542, -1.33234], [-4.28249, -3.82526, -1.09816], [3.88770, -2.78682, -1.88336], [-2.13597, -2.19152, 0.16982], [1.46326, -0.69698, -2.84882], [2.92962, 0.69442, -0.93851], [-2.72283, 0.07080, 1.69304], [0.15300, -1.21504, -0.37041], [-3.81835, -0.66959, 1.00685], [-3.54613, -1.73591, 0.25987], [-0.45639, 1.04033, 1.14016], [1.78112, 2.04846, 0.68962], [1.11496, -0.20089, -0.28521], [-1.09487, -1.12310, 0.24990], [2.18719, 4.28742, -0.07895], [2.46679, -0.27790, -0.97063], [-5.76755, -3.07455, 0.38971], [-0.77932, 2.27095, 1.95131], [-1.84066, 2.44918, 2.02236], [3.24993, -3.05580, -1.13432], [3.09801, -2.02643, -2.83114], [0.57475, 1.56487, 3.34032], [-0.20900, 2.20505, 3.31348], [2.80268, 1.69732, 0.61641], [-5.47135, -1.84345, -1.67394], [1.70703, 2.48606, 1.67404], [4.53199, -2.14483, -1.42422], [-0.35666, 3.13055, 1.42752], [2.96161, -2.44746, -3.93594]]}

***

{"formula": "C6H8S2", "method": "ωB97M-V/def2-TZVPD", "max_force_ev_per_a": 6.12, "e_homo_ev": -8.11, "lumo_energy_ev": 0.6, "relative_energy_kj_mol": 421.67, "total_charge": 0, "elements": ["H", "C", "H", "C", "H", "H", "C", "H", "C", "S", "H", "H", "C", "H", "C", "S"], "coordinates": [[0.03390, -0.75754, 2.17215], [-1.21953, -0.14756, -0.67946], [-1.45567, 1.18035, 1.03731], [0.88410, 1.31455, -0.24914], [-2.33333, -0.60499, 1.06767], [0.31299, 2.11608, 0.32843], [-1.46807, 0.08491, 0.75477], [-2.11179, 0.14898, -1.38211], [0.14747, 0.33747, -1.08146], [-0.50060, -1.86928, -0.44301], [2.03989, -2.30403, 0.09666], [1.61451, 1.85552, -0.70871], [0.95609, -0.02303, 0.15870], [0.63754, 0.18242, -2.07416], [-0.09178, -0.68196, 0.98360], [2.55428, -0.83187, 0.01874]]}